Entry from the Open Molecules 2025 dataset: a structure of composition C3HHgO3 (ωB97M-V/def2-TZVPD).

Values from the calculation:
F_max in eV/A: 4.8
E_LUMO (alpha / beta) in eV: -0.7 / -2.2
Energy relative to the best compared isomer or geometry (same formula, charge and spin) in eV: 0.0564
Spin multiplicity: 2
Total charge: 0
Expectation value of S²: 0.7661

Each line ends with the Mulliken spin population.
Geometry (Å):
H: -1.44873 0.92147 -1.91171  0.00
O: -2.81533 0.36736 0.76348  0.16
C: -1.90576 0.60406 0.05751  0.18
C: -1.01128 0.73266 -0.92039  0.10
O: 0.30967 0.51013 -0.81832  0.48
C: 1.80174 -0.18953 0.60186  0.01
O: 2.69528 0.44386 0.97531  0.00
Hg: 0.92752 -1.94767 -1.17771  0.07



Entry from the Open Molecules 2025 dataset: a structure of composition C2H5N2S2 (ωB97M-V/def2-TZVPD).

Values from the calculation:
F_max in eV/A: 5.4
E_LUMO (alpha / beta) in eV: -6.4 / -6.4
Energy relative to the best compared isomer or geometry (same formula, charge and spin) in eV: 3.1848
Total charge: +1

Each line ends with the Mulliken charge.
Geometry (Å):
C: -0.90252 -0.36160 -0.60648  -0.42
C: 1.57103 0.62512 -0.71111  -0.61
N: -1.47261 -0.59241 1.64994  -0.52
N: -0.51635 -0.24917 0.81326  0.50
S: -0.00568 0.91465 -1.48912  -0.01
S: 0.99820 0.36649 1.10123  0.21
H: -0.83288 -1.28039 -1.10238  0.35
H: -1.93136 -0.24762 -0.51712  0.41
H: 2.10505 -0.20663 -1.02110  0.39
H: 2.07334 1.48359 -0.69657  0.43
H: -1.08623 -0.45205 2.57946  0.28



Entry from the Open Molecules 2025 dataset: an isolated molecule of C5H2N4S (ωB97M-V/def2-TZVPD).

Values from the calculation:
F_max in eV/A: 3.1
E_LUMO in eV: -3.5
Energy relative to the best compared isomer or geometry (same formula, charge and spin) in eV: 0.0854
Total charge: 0

Each line ends with the Mulliken charge.
Geometry (Å):
S: 2.12004 1.19166 -1.90344  -0.11
N: 2.06375 -0.49600 0.22223  -0.47
N: -1.99265 -0.03064 0.55110  -0.56
N: 0.02651 -1.06165 1.34880  -0.51
N: -0.94514 1.02874 -1.19112  -0.56
C: 1.37918 0.36951 -0.63946  0.17
C: 1.39770 -1.15082 1.14554  0.01
C: -2.16020 0.76283 -0.50294  -0.05
C: -0.65937 -0.30646 0.55434  0.74
C: -0.05917 0.42908 -0.52989  0.58
H: 1.97569 -1.87134 1.74497  0.37
H: -3.14634 1.13508 -0.80013  0.39